Entry from OMol25: a structure of composition C54H43AsBaN4O5P in a non-equilibrium geometry (ωB97M-V/def2-TZVPD).

As for the net charge: +1. Its LUMO energy is -0.09796 Ha. For the orbital gap, the calculation gives 7.29 eV.

The geometry in XYZ format:
```
109
Properties=species:S:1:pos:R:3:mulliken_charge:R:1
Ba -1.14740 -2.70833 -0.53986 2.00
C 8.60965 -2.46193 10.04754 -0.84
O 8.89262 -2.61835 8.66239 -0.46
C 7.83740 -2.66417 7.81371 0.92
C 6.50655 -2.57078 8.20276 -0.46
C 5.51277 -2.63262 7.23138 -0.81
C 5.82891 -2.78552 5.89258 0.41
C 7.16989 -2.87719 5.52039 -0.48
C 8.16978 -2.81757 6.46639 -0.78
C 4.72873 -2.84500 4.90704 0.36
N 3.44791 -2.73694 5.17109 -0.82
C 2.83825 -2.84886 3.93561 0.58
C 3.74616 -3.02394 2.94418 -0.03
N 4.97622 -3.02605 3.57157 -0.11
C 3.40825 -3.19314 1.55944 0.94
C 4.33772 -3.41960 0.53353 -0.38
C 3.90328 -3.60107 -0.74745 -0.92
C 2.52386 -3.54891 -0.98963 -0.50
N 1.62914 -3.32326 -0.05164 -0.19
C 2.05156 -3.14403 1.22933 -0.35
C 1.03493 -2.92437 2.30167 -0.55
N -0.27615 -2.87562 1.94447 -0.65
C -1.20023 -2.70482 2.87649 -0.23
C -0.88028 -2.58466 4.23587 -0.89
C 0.43351 -2.62910 4.60606 -0.46
C 1.42816 -2.80235 3.63307 1.12
H 9.56927 -2.44461 10.55457 0.24
H 8.01983 -3.30269 10.41785 0.35
H 8.08652 -1.52150 10.23154 0.34
H 6.23413 -2.45242 9.23986 0.41
H 4.47446 -2.56076 7.52600 0.45
H 7.47056 -2.99309 4.48572 0.23
H 9.21398 -2.88584 6.19681 0.43
H 5.87904 -3.14083 3.15134 0.16
H 5.39687 -3.45623 0.75898 0.40
H 4.59005 -3.77972 -1.56202 0.47
H 2.14927 -3.69017 -1.99689 0.47
H -2.23493 -2.66686 2.54839 0.58
H -1.66810 -2.45598 4.96407 0.45
H 0.72747 -2.53455 5.64368 0.58
O -2.99304 -3.41445 -1.84340 -1.01
C -3.83117 -2.89184 -1.03015 0.93
O -3.44470 -2.44277 0.11974 -0.94
C -5.23595 -2.74547 -1.43312 -0.05
C -5.61231 -3.09913 -2.72386 -0.57
C -6.93246 -2.94534 -3.16027 -1.02
C -7.81772 -2.43532 -2.24193 1.09
O -9.14170 -2.20981 -2.43081 -0.49
C -9.63473 -1.65942 -1.19199 -0.26
O -8.53463 -1.61906 -0.27101 -0.50
C -7.44720 -2.08470 -0.95650 0.98
C -6.16390 -2.21977 -0.51091 -1.11
H -4.86758 -3.49822 -3.39661 0.50
H -7.23853 -3.21885 -4.15890 0.45
H -10.40687 -2.31957 -0.80061 0.26
H -9.98804 -0.64530 -1.37533 0.26
H -5.85510 -1.94432 0.48609 0.51
C -0.88491 1.99472 -0.88637 -1.63
C -0.59563 3.16205 -1.81222 -0.64
As -1.29019 4.82718 -1.03091 0.31
C -2.97435 4.86201 -2.01365 0.21
C -3.91542 3.87260 -1.72414 -0.23
C -5.12432 3.82048 -2.40408 -0.69
C -5.42132 4.77454 -3.36850 -0.56
C -4.50475 5.77822 -3.63935 -0.65
C -3.28589 5.82267 -2.96961 -0.02
C -0.25590 6.09839 -2.04871 -0.15
C 0.20177 7.22516 -1.37722 -0.61
C 0.96371 8.18083 -2.04550 -0.56
C 1.27363 8.00714 -3.38343 -0.46
C 0.82129 6.87896 -4.06075 -0.72
C 0.05811 5.92981 -3.39835 0.44
P -0.59919 0.30663 -1.48616 0.04
C -1.64556 0.26076 -2.97784 1.09
C -2.97871 -0.08468 -2.75587 -0.82
C -3.90882 -0.05364 -3.78680 -0.74
C -3.50826 0.31307 -5.06162 -0.76
C -2.17937 0.65151 -5.29922 -0.72
C -1.25715 0.62708 -4.26620 -0.20
C 1.11776 0.21466 -2.09221 1.10
C 2.11737 0.95079 -1.45288 -0.84
C 3.44842 0.80717 -1.81676 -0.75
C 3.80917 -0.07508 -2.82613 -0.54
C 2.82796 -0.82566 -3.45840 -0.85
C 1.49723 -0.68747 -3.08552 -0.58
H -1.94783 1.93002 -0.62860 0.16
H -0.36756 2.10599 0.07184 0.56
H -1.06372 3.02024 -2.78848 0.26
H 0.47634 3.28353 -1.97541 0.76
H -3.73196 3.13584 -0.95062 0.33
H -5.84069 3.04306 -2.16969 0.43
H -6.36607 4.74329 -3.89472 0.40
H -4.73488 6.53520 -4.37817 0.40
H -2.58674 6.61361 -3.20693 0.38
H -0.02910 7.37287 -0.32920 0.35
H 1.31181 9.05719 -1.51451 0.39
H 1.86556 8.75009 -3.90137 0.39
H 1.06130 6.74708 -5.10791 0.39
H -0.30210 5.06456 -3.94286 0.38
H -3.31543 -0.37741 -1.76414 0.63
H -4.93713 -0.32545 -3.58664 0.58
H -4.22676 0.33699 -5.87010 0.43
H -1.86673 0.94871 -6.29136 0.44
H -0.23555 0.93209 -4.46520 0.51
H 1.86014 1.65517 -0.67119 0.40
H 4.20497 1.40036 -1.31984 0.46
H 4.84551 -0.16883 -3.12237 0.45
H 3.09075 -1.51383 -4.25174 0.45
H 0.75520 -1.28347 -3.61070 0.56
```

***

Entry from OMol25: a structure of composition C54H43F10InN3OTe in a non-equilibrium geometry (ωB97M-V/def2-TZVPD).

As for the net charge: -1. Its LUMO energy is 0.06137 Ha. For the orbital gap, the calculation gives 4.42 eV.

The geometry in XYZ format:
```
113
Properties=species:S:1:pos:R:3:mulliken_charge:R:1
In 1.68304 0.08793 1.46874 0.88
C 3.47652 -1.86196 -0.85470 -1.28
N 3.71892 -0.89879 0.29692 0.57
C 4.43835 0.36917 -0.18752 -0.74
C 3.50436 1.55066 -0.40784 -0.53
N 2.61077 1.77091 0.72582 0.60
C 2.44360 2.87410 1.50206 0.28
C 1.14026 3.46417 1.72027 0.41
F 0.11802 2.76228 1.20610 -0.19
C 0.94278 4.74453 2.22981 -0.35
F -0.28590 5.33035 2.19223 -0.32
C 2.09861 5.44674 2.57552 0.47
F 2.09675 6.78320 2.78548 -0.35
C 3.33147 4.79897 2.69408 0.15
F 4.31262 5.40999 3.32205 -0.32
C 3.53582 3.55784 2.11244 0.21
F 4.80075 3.09273 2.01943 -0.35
C 4.45497 -1.58201 1.41214 -1.11
C 4.41246 -0.78483 2.78518 -0.48
N 3.07505 -0.41928 3.14157 -0.15
C 2.65854 -0.41084 4.42119 1.05
C 3.28819 -1.11429 5.50122 0.08
F 4.70259 -1.06294 5.56781 -0.37
C 2.54842 -1.57394 6.56220 0.00
F 3.09620 -2.30884 7.56231 -0.34
C 1.19081 -1.19042 6.63562 0.32
F 0.49581 -1.44626 7.75403 -0.41
C 0.60269 -0.23312 5.75644 -0.35
F -0.69028 0.13174 5.89537 -0.41
C 1.37853 0.21055 4.77237 -0.16
F 1.04283 1.12785 3.77846 0.21
H 4.42435 -2.29984 -1.19329 0.35
H 2.83832 -2.65560 -0.47502 0.30
H 2.96740 -1.38382 -1.70344 0.39
H 5.18399 0.73044 0.58293 0.27
H 4.98383 0.06075 -1.11931 0.38
H 4.15846 2.43882 -0.50719 0.45
H 2.91409 1.43477 -1.39347 0.09
H 3.99930 -2.58899 1.50219 0.47
H 5.51298 -1.76970 1.15683 0.31
H 4.96559 -1.45629 3.48062 0.51
H 5.03286 0.14243 2.68499 0.14
C 0.11732 -1.25679 1.01984 -1.49
C -1.00781 -1.67444 1.42227 -0.01
C -2.13870 -2.15829 2.10100 -0.26
C -3.35798 -2.21683 1.31552 0.35
C -4.25744 -3.28191 1.46439 -0.12
C -5.24019 -3.50683 0.52796 -0.72
C -5.42438 -2.62472 -0.51122 -0.35
C -4.59942 -1.50967 -0.66858 -0.70
C -3.54841 -1.34579 0.23106 -0.62
C -2.06652 -2.50461 3.49893 0.71
C -3.11714 -2.17039 4.35593 -0.22
C -3.02467 -2.43095 5.71053 -0.69
C -1.91341 -3.15198 6.21589 -0.56
C -0.85235 -3.45039 5.38875 -0.71
C -0.93007 -3.14904 4.02463 -0.40
H -4.13438 -3.93055 2.34208 0.37
H -5.68588 -4.52016 0.52030 0.27
H -6.17860 -2.73168 -1.31088 0.28
H -4.80779 -0.84006 -1.48854 0.44
H -2.77992 -0.59694 0.12456 0.62
H -4.00733 -1.70147 3.95448 0.45
H -3.87380 -2.15251 6.32611 0.41
H -1.99404 -3.53549 7.24512 0.35
H 0.03927 -3.90946 5.74874 0.52
H -0.20186 -3.52958 3.32843 0.44
Te -1.60653 2.38962 -2.04871 0.39
C -3.09592 3.78512 -1.67179 0.01
C -3.75653 4.44433 -2.73304 -0.36
C -4.76475 5.32707 -2.44090 -0.46
C -5.15432 5.57319 -1.14245 -0.40
C -4.46253 4.99426 -0.06836 -0.54
C -3.46624 4.03996 -0.29906 -0.28
C -0.18289 3.90666 -2.65927 0.07
C 0.75266 3.72718 -3.67105 -0.32
C 1.86901 4.60215 -3.76432 -0.38
C 2.00215 5.64593 -2.86498 -0.63
C 1.09284 5.79807 -1.82272 -0.45
C -0.07025 4.99474 -1.74610 -0.52
H -3.34750 4.21607 -3.74694 0.32
H -5.32615 5.75515 -3.27672 0.32
H -6.03590 6.19917 -1.03020 0.35
H -4.67209 5.26600 0.94079 0.42
H -2.96490 3.46728 0.51854 0.37
H 0.59834 2.96689 -4.43499 0.41
H 2.64639 4.47487 -4.50923 0.39
H 2.88561 6.28658 -2.95948 0.32
H 1.12106 6.62881 -1.11661 0.40
H -0.77087 5.15043 -0.95156 0.44
C 0.56363 -6.31006 -5.60276 -1.46
C 0.03767 -4.94691 -5.30154 1.04
C -0.24765 -4.54569 -4.01043 -0.89
C -0.65638 -3.22328 -3.70881 1.02
C -1.06416 -2.80150 -2.33265 -1.11
C -0.65292 -2.27112 -4.79415 -0.13
C -0.62559 -0.82699 -4.51293 -0.19
O -0.47110 -0.32733 -3.40863 -0.28
C -0.68424 -2.80527 -6.14544 0.80
C -1.14069 -1.88821 -7.24579 -1.74
C -0.22166 -4.04577 -6.38650 -0.84
H 0.88237 -6.39286 -6.63831 0.37
H -0.25836 -7.07017 -5.47745 0.28
H 1.44133 -6.55509 -5.03693 0.36
H -0.11717 -5.26839 -3.14740 0.30
H -2.02863 -2.26045 -2.40228 0.22
H -0.26426 -2.15292 -1.90590 0.11
H -1.30818 -3.68365 -1.70610 0.45
H -0.76779 -0.20743 -5.45114 0.23
H -0.33249 -1.26039 -7.64110 0.35
H -2.05549 -1.30323 -6.99827 0.40
H -1.46740 -2.47827 -8.11121 0.42
H -0.07068 -4.41319 -7.38505 0.37
```

***

Q: Which energy above the lowest of the compared OMol25 structures with the same formula, charge and spin values were calculated for the entries above? A: 7.4 49.9, in kcal per mole.